# C27H86F3N29O19

18 unconnected molecules or ions with the total composition C27H86F3N29O19 at a distorted geometry (ωB97M-V with the def2-TZVPD basis set, OMol25).

Each line ends with the Mulliken charge.
Positions of all 164 atoms, in Å:
O  -25.485  1.175  -4.922  -0.64
H  -25.783  1.611  -4.121  0.51
H  -26.012  0.391  -5.090  0.44
H  -24.570  0.905  -4.814  0.46
O  -27.518  -3.125  -10.097  -0.40
H  -27.632  -3.056  -9.146  0.46
H  -28.341  -3.037  -10.584  0.45
H  -27.077  -3.956  -10.289  0.45
C  -29.497  -4.814  -5.391  -0.29
O  -29.696  -5.757  -6.491  -0.26
O  -28.707  -3.832  -5.983  -0.91
C  -30.937  -4.484  -4.800  0.92
F  -31.514  -3.364  -5.325  -0.29
F  -31.788  -5.487  -5.049  -0.28
F  -30.933  -4.305  -3.535  -0.29
C  -29.250  -7.082  -6.358  -0.21
C  -29.732  -7.908  -7.565  -1.17
H  -29.130  -7.747  -8.460  0.22
H  -29.796  -8.979  -7.373  0.38
H  -30.777  -7.630  -7.706  0.33
H  -29.630  -7.605  -5.480  0.30
H  -28.183  -7.278  -6.255  0.32
H  -28.956  -5.341  -4.604  0.27
C  -19.078  -1.134  -8.454  -1.74
C  -20.546  -1.390  -8.063  1.51
C  -20.981  -2.642  -8.847  -1.52
C  -20.340  -3.921  -8.383  -0.69
C  -20.784  -4.078  -6.939  -1.22
C  -20.518  -2.929  -5.919  1.35
N  -20.756  -1.618  -6.546  0.42
O  -20.801  -0.451  -5.618  -0.84
C  -18.963  -3.124  -5.514  -1.55
C  -21.470  -3.100  -4.719  -1.60
C  -21.453  -0.261  -8.642  -1.76
H  -18.326  -1.923  -8.421  0.37
H  -18.593  -0.292  -7.960  0.36
H  -19.169  -0.831  -9.497  0.44
H  -20.782  -2.508  -9.911  0.54
H  -22.064  -2.642  -8.976  0.46
H  -19.271  -3.789  -8.548  0.30
H  -20.655  -4.759  -9.005  0.38
H  -20.239  -4.929  -6.530  0.46
H  -21.798  -4.465  -7.036  0.35
H  -18.647  -2.289  -4.889  0.36
H  -18.383  -2.801  -6.379  0.30
H  -18.689  -4.052  -5.014  0.38
H  -21.488  -4.123  -4.344  0.41
H  -22.524  -2.908  -4.923  0.35
H  -21.240  -2.459  -3.868  0.30
H  -22.493  -0.575  -8.730  0.41
H  -21.293  -0.208  -9.719  0.42
H  -21.379  0.697  -8.127  0.29
C  -14.380  5.016  -4.672  0.61
O  -13.876  5.955  -4.119  -0.64
N  -14.502  5.009  -5.952  -0.46
N  -14.700  3.828  -4.240  -0.40
H  -14.313  4.123  -6.397  0.21
H  -14.110  5.841  -6.370  0.25
H  -14.700  3.757  -3.233  0.22
H  -15.166  3.126  -4.798  0.22
C  -18.997  -1.427  -17.775  0.61
O  -18.056  -0.888  -17.257  -0.62
N  -19.143  -1.910  -18.973  -0.35
N  -20.113  -1.776  -17.147  -0.33
H  -18.430  -1.810  -19.681  0.21
H  -20.115  -2.064  -19.200  0.16
H  -20.803  -2.184  -17.762  0.12
H  -20.238  -1.711  -16.147  0.20
C  -21.551  -12.271  -6.541  0.66
O  -22.358  -12.211  -5.612  -0.65
N  -21.577  -11.510  -7.606  -0.40
N  -20.428  -12.889  -6.531  -0.36
H  -22.180  -10.700  -7.596  0.20
H  -21.225  -11.774  -8.516  0.19
H  -20.142  -13.454  -5.745  0.21
H  -19.850  -12.869  -7.359  0.16
C  -24.586  6.471  -7.912  0.63
O  -25.437  7.319  -8.016  -0.65
N  -23.988  6.090  -9.008  -0.36
N  -24.244  5.893  -6.785  -0.38
H  -23.372  5.318  -8.796  0.14
H  -23.960  6.567  -9.899  0.21
H  -23.474  5.241  -6.742  0.19
H  -24.677  6.223  -5.935  0.22
C  -17.998  4.040  -12.765  0.63
O  -18.264  4.667  -11.836  -0.60
N  -16.806  3.634  -12.932  -0.36
N  -18.762  3.813  -13.764  -0.38
H  -15.967  3.959  -12.473  0.19
H  -16.732  2.852  -13.567  0.14
H  -19.683  4.219  -13.683  0.21
H  -18.552  3.151  -14.497  0.16
C  -14.129  -3.344  0.013  0.62
O  -14.319  -2.574  0.909  -0.64
N  -13.207  -3.388  -0.841  -0.34
N  -14.934  -4.364  -0.095  -0.47
H  -12.556  -2.617  -0.817  0.23
H  -13.258  -4.149  -1.504  0.20
H  -15.722  -4.474  0.526  0.22
H  -15.141  -4.680  -1.032  0.19
C  -21.110  -9.765  -0.801  0.62
O  -20.641  -9.598  0.320  -0.65
N  -22.377  -9.739  -1.183  -0.37
N  -20.344  -10.050  -1.826  -0.38
H  -22.672  -10.029  -2.105  0.18
H  -23.094  -9.679  -0.474  0.22
H  -19.356  -10.154  -1.641  0.22
H  -20.642  -10.486  -2.686  0.16
C  -18.489  1.850  0.837  0.60
O  -18.448  1.705  2.049  -0.65
N  -18.281  2.909  0.100  -0.38
N  -18.785  0.979  -0.042  -0.43
H  -18.160  2.592  -0.851  0.20
H  -17.935  3.823  0.356  0.21
H  -19.204  1.113  -0.951  0.23
H  -19.146  0.241  0.547  0.23
C  -13.019  -7.567  -6.941  0.66
O  -13.425  -7.360  -5.810  -0.65
N  -13.761  -7.801  -7.971  -0.38
N  -11.724  -7.559  -7.225  -0.39
H  -14.744  -7.614  -7.840  0.23
H  -13.251  -7.988  -8.823  0.18
H  -11.049  -7.192  -6.569  0.20
H  -11.307  -7.909  -8.076  0.16
C  -24.438  -7.973  -12.695  0.64
O  -25.210  -6.978  -12.420  -0.75
N  -23.508  -7.764  -13.500  -0.34
N  -24.595  -9.138  -12.199  -0.35
H  -22.863  -8.509  -13.723  0.16
H  -23.435  -6.904  -14.024  0.22
H  -25.494  -9.445  -11.855  0.24
H  -23.907  -9.840  -12.431  0.17
C  -11.664  -0.601  -6.606  0.67
O  -12.492  -0.074  -7.338  -0.66
N  -11.468  -0.357  -5.334  -0.48
N  -11.057  -1.696  -6.925  -0.42
H  -11.359  -1.221  -4.823  0.21
H  -12.088  0.371  -5.009  0.25
H  -11.326  -1.881  -7.881  0.24
H  -10.434  -2.262  -6.366  0.19
C  -26.044  1.054  -14.333  0.70
O  -26.754  0.106  -14.121  -0.68
N  -25.999  2.118  -13.627  -0.37
N  -25.434  1.173  -15.477  -0.41
H  -26.631  2.105  -12.839  0.22
H  -25.452  2.916  -13.918  0.18
H  -25.461  0.356  -16.070  0.21
H  -24.823  1.934  -15.734  0.16
C  -26.821  -0.698  1.498  0.68
O  -27.338  -0.048  0.645  -0.67
N  -26.317  -1.862  1.333  -0.38
N  -26.980  -0.462  2.737  -0.41
H  -26.096  -2.479  2.102  0.16
H  -26.019  -2.057  0.388  0.21
H  -26.652  -1.061  3.482  0.17
H  -27.472  0.411  2.858  0.22
C  -12.664  -2.475  -12.933  0.68
O  -11.498  -2.438  -12.563  -0.66
N  -13.695  -1.733  -12.617  -0.39
N  -13.060  -3.068  -13.991  -0.42
H  -14.487  -1.679  -13.241  0.16
H  -13.553  -1.103  -11.841  0.22
H  -14.009  -3.160  -14.323  0.18
H  -12.240  -3.533  -14.352  0.22

- Highest occupied orbital energy: -4.66 eV
- LUMO energy: -1.9 eV
- Electronic energy: -119650.3752 eV
- HOMO-LUMO gap: 2.72 eV